Here is a cluster of 7 separate species, C25H70N8O7 in total from the Open Molecules 2025 dataset. Energies are from ωB97M-V/def2-TZVPD.

Element x y z (Å)
1 N -2.226 1.543 -2.822
2 C -0.740 3.724 3.208
3 C -3.637 1.485 -2.430
4 C -3.860 2.576 -1.293
5 H 5.468 -2.162 -1.614
6 H -4.874 5.728 -1.648
7 C 3.158 1.234 -1.956
8 H -1.786 -2.339 2.036
9 C 3.486 -2.061 0.106
10 H 2.918 -1.443 -0.590
11 H 1.131 3.557 2.237
12 H -0.143 -2.879 -4.332
13 H 2.663 3.729 -5.462
14 N 1.797 2.928 -1.065
15 H -1.328 -1.095 -6.105
16 H 3.319 2.180 -6.161
17 C -0.745 -2.632 4.051
18 H -1.083 5.209 1.625
19 H 1.303 3.736 -1.416
20 H -1.191 1.443 7.179
21 N 0.178 0.182 1.335
22 O -3.959 3.919 -1.865
23 H -2.083 -1.079 3.130
24 H -1.059 -2.455 5.080
25 C -1.477 4.265 2.004
26 H -3.189 2.525 -0.435
27 C -2.108 -3.279 -2.542
28 H -2.533 3.266 4.378
29 H -0.476 4.556 3.861
30 H -4.184 5.058 -0.304
31 H -1.765 1.914 3.488
32 H 3.574 -2.964 -0.498
33 H -1.134 -1.217 -1.039
34 H 1.435 -3.595 0.890
35 C -0.371 0.160 0.137
36 C 2.967 2.700 -5.270
37 H -1.729 1.193 -2.016
38 H -3.472 -0.629 -2.784
39 H -1.561 -4.002 -1.937
40 C 1.233 -5.758 4.756
41 C -0.354 -4.155 3.911
42 C -1.866 -2.147 3.106
43 C 1.375 2.455 -3.487
44 O 1.919 1.918 -4.689
45 H 1.624 -6.091 3.795
46 H 1.878 -0.817 -4.247
47 O -0.575 1.150 -0.482
48 C 2.862 -2.291 1.452
49 H 1.268 0.342 -4.980
50 H -5.855 4.594 -0.842
51 H -2.351 -3.675 -3.528
52 H 3.812 2.736 -4.582
53 H 3.252 -4.465 1.600
54 C -0.165 -0.837 -4.291
55 C 3.467 -3.550 2.151
56 H 3.051 -3.547 3.158
57 H -4.837 2.365 -0.858
58 C 5.586 -1.377 -0.867
59 H -4.252 1.759 -3.287
60 N 0.384 -1.706 3.978
61 C 2.419 2.541 -2.329
62 H 3.827 1.271 -1.097
63 H 6.639 -1.213 -0.638
64 H -0.020 -1.821 0.144
65 H -2.255 -0.593 -4.645
66 H 5.225 -0.473 -1.358
67 C -1.708 1.669 6.246
68 H 0.771 -2.231 -2.919
69 N 1.439 -2.660 1.271
70 H -2.008 0.707 5.832
71 H 2.439 0.421 -1.854
72 H 0.973 3.449 -3.684
73 H 2.872 -1.308 1.923
74 C -3.762 0.057 -1.988
75 C -0.165 -2.203 -3.477
76 H 0.309 -0.745 4.280
77 H 1.964 -6.028 5.518
78 H 1.016 -2.703 2.187
79 H -1.531 3.614 1.132
80 C -1.312 -0.511 -5.185
81 O 4.811 -1.527 0.328
82 H -1.216 0.516 -5.538
83 H 0.357 1.077 1.768
84 O -1.310 -2.125 -2.661
85 H 3.168 3.325 -2.441
86 H 0.651 -0.670 1.601
87 N 1.155 -0.661 -4.935
88 H 4.546 -3.496 2.289
89 H -1.240 -4.750 4.136
90 O -0.944 2.470 5.347
91 H 1.029 2.693 3.456
92 H -2.626 2.173 6.550
93 H -3.217 -0.307 -1.116
94 N -0.509 -1.038 -0.266
95 O 0.763 -4.442 4.808
96 H 0.407 -6.446 4.935
97 H -3.031 -3.076 -1.998
98 H 3.809 0.842 -2.738
99 H 0.511 1.838 -3.243
100 C -4.821 4.766 -1.139
101 H 1.037 2.296 -0.858
102 H -2.519 4.489 2.233
103 H -2.005 2.518 -2.961
104 C -1.588 2.798 4.100
105 H -0.262 -0.006 -3.593
106 H 1.039 -2.174 4.588
107 H -0.135 -4.235 2.846
108 H -4.785 -0.310 -1.903
109 H -2.782 -2.642 3.427
110 N 0.435 2.985 2.693

Atoms 1-3, force components in eV/Å:
-0.445 0.484 -1.002
0.681 -0.264 0.344
1.971 1.281 1.423

Output
Electronic energy ... -53307.88976 eV
Lowest unoccupied orbital energy (alpha / beta) ... 2.4 / 2.4 eV
Charge ... -1
Max |F| ... 5.8 eV/A
Energy above the lowest of the compared OMol25 structures with the same formula, charge and spin ... 0.000 eV
Spin multiplicity ... 2
<S²> ... 0.75

Results of the Mulliken charge analysis, in e, for atoms 1 through 99:
1 N 0.050
2 C 0.526
3 C 0.162
4 C -0.435
5 H 0.314
6 H 0.326
7 C -1.196
8 H 0.422
9 C -0.450
10 H -0.341
11 H 0.207
12 H 0.425
13 H 0.300
14 N -0.695
15 H 0.365
16 H 0.317
17 C 1.196
18 H 0.404
19 H 0.297
20 H 0.307
21 N 0.677
22 O -0.327
23 H -0.445
24 H 0.529
25 C -1.363
26 H -0.003
27 C -3.049
28 H 0.476
29 H 0.278
30 H 0.189
31 H 0.159
32 H 0.353
33 H -0.610
34 H 0.099
35 C -0.074
36 C -0.913
37 H -0.563
38 H -0.053
39 H 0.603
40 C -1.604
41 C -1.759
42 C -1.890
43 C 0.361
44 O -0.373
45 H 0.472
46 H 0.324
47 O -0.473
48 C 0.553
49 H 0.615
50 H 0.326
51 H 0.331
52 H 0.326
53 H 0.383
54 C 2.919
55 C -1.734
56 H 0.237
57 H 0.470
58 C -0.518
59 H 0.449
60 N -0.608
61 C 0.218
62 H 0.425
63 H 0.302
64 H -0.073
65 H 0.185
66 H 0.039
67 C -0.946
68 H -0.083
69 N 1.122
70 H 0.234
71 H -0.179
72 H 0.606
73 H 0.376
74 C -1.248
75 C -1.206
76 H 0.187
77 H 0.266
78 H -0.738
79 H 0.090
80 C -1.765
81 O -0.286
82 H 0.364
83 H -0.043
84 O 1.960
85 H 0.440
86 H -0.460
87 N -0.919
88 H 0.537
89 H 0.368
90 O -0.190
91 H 0.198
92 H 0.332
93 H 0.367
94 N 1.580
95 O 0.388
96 H 0.389
97 H 0.145
98 H 0.547
99 H -0.750